# C3H6N2O

A single C3H6N2O molecule at a distorted geometry (ωB97M-V/def2-TZVPD, the OMol25 dataset).

Last column: natural (NBO) charge in e.
Cartesian coordinates (Å):
H -0.751 -1.437 -0.859  0.20
N -0.442 0.831 1.289  -0.86
H 1.360 0.016 0.626  0.21
H 0.217 -1.202 1.195  0.20
H 0.167 1.503 1.738  0.38
H -1.118 0.502 1.966  0.38
C -0.234 -0.470 -0.806  -0.01
C 0.918 -0.559 -1.730  0.26
C 0.301 -0.252 0.656  -0.24
N 1.823 -0.620 -2.445  -0.32
O -1.089 0.553 -1.209  -0.70
H -1.153 1.135 -0.421  0.50

Computed properties:
Net charge = 0
Highest occupied orbital energy = -10.7 eV
Orbital gap = 11.27 eV